1.
73
Properties=species:S:1:pos:R:3:lowdin_spin:R:1 method="wB97M-V/def2-TZVPD" largest_force_ev_per_a=3.0 total_energy_ev=-129729.7397 relative_energy_kcal_mol=20.12 total_charge=-1 s2=2.03 gap_ev="6.8 / 5.1" multiplicity=3
C 14.516 15.129 16.561 0.00
C 8.482 9.756 9.410 0.02
C 12.427 11.667 16.698 0.00
H 11.951 17.774 14.448 0.00
C 11.850 11.042 7.444 0.00
H 10.419 10.872 16.531 0.00
C 18.114 11.761 11.355 0.00
H 12.101 12.698 16.542 0.00
O 8.124 13.462 9.110 0.11
H 14.718 8.945 9.021 0.00
H 16.377 11.983 12.606 0.00
C 16.320 11.518 9.251 0.00
O 15.260 12.588 17.771 0.00
H 12.866 6.315 11.924 0.00
C 8.398 12.310 9.395 0.03
C 13.613 16.435 14.735 0.00
C 17.692 11.353 9.038 0.00
As 13.952 11.096 11.103 0.04
H 10.992 11.617 7.070 0.00
O 16.110 11.927 15.474 0.00
C 7.559 10.946 8.999 0.01
H 14.293 13.260 13.710 0.00
S 15.056 12.399 16.360 0.00
C 13.667 15.300 13.908 0.00
H 13.522 18.551 14.728 0.00
H 14.282 6.065 13.997 0.00
H 19.682 11.427 9.881 0.00
H 11.738 9.679 16.178 0.00
C 13.429 8.327 11.627 0.00
O 8.397 8.562 9.136 0.08
C 13.364 9.176 7.364 0.00
H 11.812 9.609 5.878 0.00
O 10.596 9.741 10.608 0.23
H 12.559 11.436 17.777 0.00
C 9.625 10.391 10.092 0.06
H 13.225 17.826 13.144 0.00
H 14.053 17.209 16.698 0.00
H 16.053 9.913 13.022 0.00
C 13.046 17.715 14.216 0.00
O 10.205 11.187 13.993 0.02
O 12.421 10.807 13.865 0.06
C 12.388 11.437 8.663 0.00
C 14.305 9.337 11.898 0.00
C 13.896 9.532 8.598 0.00
O 10.458 12.513 10.765 0.29
H 13.741 11.085 15.128 0.00
H 18.776 11.835 12.199 0.00
C 13.536 7.101 12.290 0.00
C 11.403 10.700 16.051 0.00
C 14.065 16.323 16.058 0.00
Pd 11.648 11.165 11.957 0.87
C 14.230 14.135 14.389 0.00
C 15.286 7.995 13.676 0.00
C 11.281 10.980 14.559 0.01
H 13.794 8.339 6.807 0.00
C 12.346 9.939 6.775 0.00
H 18.080 11.116 8.029 0.00
C 14.378 6.958 13.371 0.00
C 13.378 10.631 9.309 0.00
N 13.762 11.474 16.061 0.00
C 18.599 11.488 10.077 0.00
H 12.023 12.382 9.089 0.00
H 13.277 15.389 12.865 0.00
H 14.804 15.034 17.614 0.00
C 14.585 13.998 15.735 0.00
H 12.620 8.501 10.920 0.00
O 6.406 10.870 8.662 0.05
C 15.266 9.150 12.907 0.00
C 9.525 11.821 10.183 0.07
C 16.755 11.800 11.596 0.00
H 15.630 11.554 8.424 0.00
H 15.929 7.937 14.549 0.00
C 15.839 11.580 10.567 0.03


2.
17
Properties=species:S:1:pos:R:3:lowdin_spin:R:1 method="wB97M-V/def2-TZVPD" largest_force_ev_per_a=7.4 total_energy_ev=-50703.5946 total_charge=+3 s2=2.01 gap_ev="9.5 / 4.7" multiplicity=3
H 2.546 1.548 0.979 0.01
B 1.266 0.040 -0.289 0.11
Tm -0.347 -3.175 -1.494 1.02
H -0.658 -0.348 -1.722 0.03
H 2.829 -0.183 -1.445 0.00
O 2.088 -0.768 -1.144 0.12
H -0.364 -1.090 1.263 0.00
C -0.329 0.189 -0.752 0.17
O -3.333 1.513 -0.554 0.11
C -1.074 -0.607 0.483 0.00
O -1.808 0.512 1.072 0.04
I -2.326 -2.349 -0.087 0.05
C 1.709 0.773 1.087 0.11
C -2.207 1.235 -0.107 -0.01
H 0.808 1.241 1.648 0.00
O -0.909 1.526 -0.727 0.24
H 2.107 -0.057 1.791 0.01


3.
92
Properties=species:S:1:pos:R:3:lowdin_spin:R:1 method="wB97M-V/def2-TZVPD" largest_force_ev_per_a=4.7 total_energy_ev=-216412.3550 relative_energy_kcal_mol=0.00 total_charge=+1 s2=2.03 gap_ev="5.2 / 5.9" multiplicity=3
H -2.282 4.151 4.214 0.00
C -2.790 -5.497 -1.620 0.00
C 3.265 -2.942 0.888 0.01
O -1.726 -2.661 3.043 0.00
O -4.910 -0.775 -0.171 0.00
H -0.384 -1.766 5.020 0.00
H -3.429 -2.048 0.855 0.00
H 5.087 -4.097 1.028 0.00
Br -3.868 6.387 -2.341 0.00
C 3.685 3.567 -2.041 0.00
C 2.475 1.585 -2.460 0.00
H -4.872 0.133 0.097 0.00
C -1.099 -1.734 2.327 0.01
H 4.034 3.557 0.739 0.00
N 0.302 0.135 2.289 0.00
C 1.114 -0.125 4.960 0.00
H 3.910 4.447 -1.433 0.00
H -1.975 -4.465 1.998 0.00
C -2.488 -3.503 2.056 0.00
H 4.600 2.190 -5.057 0.00
H -6.441 -0.385 -1.632 0.00
H 5.229 4.027 -3.420 0.00
C 2.757 2.642 -1.594 0.00
O -1.175 1.255 -0.598 0.03
H 2.607 0.852 -4.441 0.00
C 4.072 2.363 -4.106 0.00
H -6.223 -2.042 -1.087 0.00
C 2.372 -2.133 0.087 0.00
H -0.628 4.359 3.878 0.00
O 0.648 -0.831 -1.767 0.06
C 3.003 1.537 -3.719 0.00
H -1.216 -3.246 -3.646 0.00
Br -2.064 1.302 -3.633 0.00
H -1.324 2.702 3.723 0.00
C -1.652 2.423 -0.992 0.00
H 1.173 3.569 -0.410 0.00
N 4.987 -5.085 -1.418 0.00
C -2.522 4.731 -0.424 0.00
H 1.719 0.836 -2.202 0.00
N 3.310 -2.725 2.308 0.00
C -2.447 5.284 1.904 0.00
C 1.640 0.937 4.185 0.00
C 2.898 3.566 0.857 0.00
C -2.398 -3.400 -0.483 0.00
C -1.666 -3.684 -2.762 0.00
C 3.148 -3.507 -1.761 0.00
C -2.211 2.615 -2.246 0.00
O 1.650 -1.228 0.731 0.04
O 2.383 -2.137 2.945 0.00
C -1.829 3.542 -0.049 0.00
C -2.506 -2.648 0.772 0.00
H -3.111 -6.497 -1.637 0.00
O 5.921 -5.433 -0.643 0.00
H 2.368 1.684 4.567 0.00
C -2.827 5.656 0.621 0.00
C -2.988 -4.669 -0.523 0.00
H -3.482 -3.685 2.539 0.00
H 1.484 -0.326 5.963 0.00
C -6.236 -1.015 -0.748 0.00
C 2.321 -2.478 -1.266 0.01
H -3.317 6.596 0.461 0.00
C -2.043 -5.029 -2.695 0.00
N -1.354 -1.738 1.034 0.02
N 1.590 1.696 0.450 0.00
H -1.721 -5.703 -3.483 0.00
C 4.088 -4.097 -0.950 0.01
H -3.248 3.840 -3.597 0.00
C 1.217 0.980 2.831 0.00
N -1.484 3.192 1.199 0.00
C 1.739 1.823 1.738 0.01
C -0.203 -0.845 3.088 0.00
H 3.033 -3.848 -2.813 0.00
C 2.085 2.899 -0.271 0.00
O 4.869 -5.511 -2.618 0.00
C -2.948 4.874 -1.746 0.00
H 2.613 4.625 1.043 0.00
C -1.815 4.062 2.139 0.00
O 1.310 -2.327 -3.370 0.02
Mo 0.203 -0.084 0.089 1.75
C 4.422 3.354 -3.221 0.00
C -1.484 3.764 3.552 0.00
H -3.607 -5.031 0.277 0.00
C 4.264 -3.732 0.404 0.00
H -7.008 -0.892 0.019 0.00
C 0.079 -0.960 4.454 0.00
H -1.654 -1.820 -1.693 0.00
C -2.806 3.813 -2.600 0.00
O 4.292 -3.166 2.950 0.01
C -1.875 -2.871 -1.640 0.00
C 1.359 -1.858 -2.244 0.01
O 2.511 2.803 2.136 0.01
H -2.498 5.921 2.818 0.00


4.
148
Properties=species:S:1:pos:R:3:lowdin_charge:R:1 method="wB97M-V/def2-TZVPD" largest_force_ev_per_a=3.2 total_energy_ev=-78546.4326 total_charge=0 smiles=COCCNCCOC.COCCNCCOC.COCCNCCOC.COCCNCCOC.CC(C)O.OCCO.OCCO.OCCO.OCCO gap_ev=9.1
H 1.491 4.309 -1.952 0.08
H 0.195 -0.795 0.513 0.09
H 2.619 -1.069 -0.397 0.10
H -5.062 -1.580 1.179 0.12
H -3.877 2.962 0.881 0.12
H 1.042 -0.876 -2.359 0.10
O -4.935 3.112 -3.398 -0.19
C 0.915 -7.124 2.136 -0.17
C -3.294 3.864 1.159 -0.28
H 5.319 2.356 0.017 0.11
H -7.503 -2.686 -3.032 0.12
H 4.193 3.746 0.838 0.09
O -2.217 4.048 0.267 -0.06
H 2.767 1.057 -2.606 0.07
H 2.711 3.416 -4.378 0.08
H -4.233 -3.573 -4.377 0.10
O 1.167 3.897 4.400 -0.08
H -3.142 -2.792 -0.796 0.08
C 3.228 2.966 -2.283 -0.44
N 4.802 1.387 1.864 -0.02
C 4.761 -1.091 -3.344 -0.12
H -0.913 -6.590 3.280 0.13
O -2.631 0.561 1.956 -0.09
O -0.605 -0.246 0.273 -0.13
H -4.592 5.320 0.115 0.12
O 1.385 -6.789 0.801 -0.23
H 2.981 4.228 2.037 0.12
O -5.627 -2.304 -3.705 -0.18
H 3.085 4.948 -1.304 0.09
O 3.604 -0.924 -2.602 -0.21
C -1.764 -4.501 2.062 -0.18
H 3.395 2.134 3.191 0.11
H -5.823 5.665 2.003 0.07
H -1.676 -3.453 2.229 0.07
O -2.097 -4.514 -0.342 -0.20
O 4.922 4.285 2.698 -0.18
C -1.113 1.071 -1.636 -0.22
H -0.141 1.841 5.433 0.11
H 6.174 5.837 2.842 0.10
H -7.107 1.779 -3.260 0.13
H 2.782 -1.365 3.636 0.10
H -5.872 -4.206 -4.475 0.08
O -1.037 3.609 5.773 -0.10
H -4.861 -0.344 -0.872 0.09
H 0.977 -8.231 2.258 0.12
C 8.710 0.737 0.470 -0.15
H 4.492 -0.918 3.190 0.07
H -0.748 1.872 -2.318 0.13
C -5.606 2.819 -2.168 -0.20
H -0.606 3.768 3.223 0.11
H 2.263 3.583 -0.494 0.05
H 0.015 1.695 0.040 0.12
H -2.702 -1.431 1.926 0.10
H -1.774 0.312 1.521 0.06
C 6.348 0.513 0.191 -0.18
H -2.992 3.752 2.156 0.09
C -0.089 0.794 -0.568 -0.23
C -3.426 -0.601 2.030 -0.26
C -5.218 -3.623 -3.842 -0.13
N -5.962 0.348 -2.314 -0.06
H -4.790 2.430 -1.510 0.12
N -0.461 -5.166 1.959 -0.07
C -6.991 -0.620 -2.740 -0.21
H 3.247 -2.925 -2.661 0.12
H 6.293 -0.489 0.600 0.12
C 2.450 -2.821 1.476 -0.27
C 2.244 -2.980 0.016 -0.21
H -3.446 6.010 1.224 0.14
H 0.891 0.396 -0.914 0.08
H 4.406 4.003 -3.819 0.08
C 2.440 4.048 -1.461 -0.04
H 0.703 4.441 5.078 0.09
H -2.098 3.192 -0.125 0.02
H -1.537 -2.495 -0.184 0.07
H -2.976 -5.888 0.880 0.10
H 4.081 -2.541 3.424 0.05
H 1.667 -6.751 2.835 0.12
H 5.933 5.137 1.153 0.10
H 8.893 0.768 -0.641 0.10
C 1.518 -1.761 -1.941 -0.18
H 8.822 -0.264 0.857 0.08
H 5.522 1.822 2.391 0.09
C 3.624 3.228 -3.797 -0.03
H -7.276 1.693 -1.446 0.13
H -5.284 0.376 -3.103 0.14
H 2.346 -1.992 -3.884 0.12
H 0.764 -2.600 -1.997 0.13
C -0.509 -6.560 2.268 -0.22
H -6.280 -2.471 -1.807 0.12
H -3.746 -4.286 1.021 0.13
H 4.154 2.348 -4.153 0.05
C 5.464 5.425 2.125 -0.12
H -4.389 4.936 -2.734 0.07
H 4.653 6.051 1.840 0.07
H -1.086 -7.085 1.501 0.11
O 7.464 1.214 0.802 -0.19
N 1.831 -1.698 -0.514 -0.05
C -4.582 -0.586 1.074 -0.24
H 4.266 0.983 -0.072 0.11
H -1.920 3.922 5.574 0.08
H 1.252 -7.315 -1.138 0.10
H 0.148 -8.252 -0.016 0.09
H 3.223 -3.277 -0.321 0.11
H 2.803 1.980 1.570 0.10
H -7.526 -0.443 -3.694 0.13
C -6.630 -2.084 -2.777 -0.26
H -3.757 4.330 -4.329 0.09
H -3.040 3.817 -2.762 0.11
H 9.430 1.351 1.018 0.09
C 0.144 3.159 3.771 -0.27
H -2.204 -4.746 3.036 0.11
O -4.069 -0.463 -0.234 -0.13
C -4.130 5.087 1.127 -0.26
H 5.279 -0.163 -3.198 0.08
H -0.081 -5.062 1.017 0.09
H -7.786 -0.518 -1.961 0.13
C 5.127 1.355 0.456 -0.22
C 3.895 3.693 1.893 -0.23
C 1.161 -7.792 -0.129 -0.15
H 5.428 -1.877 -2.974 0.10
H -1.679 -3.176 -1.803 0.09
H -1.672 2.106 4.311 0.12
H 4.569 -1.271 -4.386 0.09
C -6.586 1.692 -2.292 -0.19
C -2.751 -4.824 0.877 -0.18
H 6.463 0.407 -0.915 0.12
H 1.591 -3.841 -0.222 0.13
H 1.914 -8.635 -0.034 0.10
C -2.128 -3.208 -0.789 -0.12
O -5.187 4.964 2.087 -0.07
C 2.700 -1.998 -2.872 -0.19
H 0.560 2.351 3.144 0.12
H 4.150 2.873 -1.720 0.09
H 2.861 -3.772 1.910 0.14
H -5.207 0.240 1.387 0.12
H -2.776 0.708 -0.595 0.06
C -0.759 2.494 4.836 -0.18
O -2.340 1.493 -1.039 -0.11
O 3.352 -1.777 1.691 -0.20
H -6.089 3.742 -1.833 0.13
H -1.181 0.080 -2.180 0.13
C 3.630 2.256 2.165 -0.17
C -4.014 4.107 -3.300 -0.15
H -3.917 -0.634 3.059 0.14
C 3.699 -1.644 3.072 -0.08
H 1.418 -2.614 1.955 0.14
O 2.302 1.867 -2.292 -0.09
H -4.992 -4.180 -2.939 0.08


5.
18
Properties=species:S:1:pos:R:3:lowdin_charge:R:1 method="wB97M-V/def2-TZVPD" largest_force_ev_per_a=6.6 total_energy_ev=-7882.3036 relative_energy_kcal_mol=189.74 total_charge=0 gap_ev=6.5
H 1.763 -1.385 0.840 0.08
H 0.897 -1.687 -0.650 0.11
H 1.960 0.515 1.624 0.12
H -0.380 0.775 0.264 0.07
H 1.284 0.957 -0.541 0.14
C -3.343 -0.186 -0.958 0.01
C -2.069 0.124 -0.871 -0.19
H 2.787 1.797 0.676 0.08
H -2.098 -0.705 1.041 0.11
H 3.702 0.282 0.828 0.08
C 1.232 -0.940 0.043 -0.24
H -4.104 0.074 -1.675 0.06
C 0.089 -0.167 0.637 -0.12
H -1.494 0.902 -1.536 0.15
C 2.674 0.696 0.634 -0.25
C -1.281 -0.372 0.290 -0.15
N 2.092 0.138 -0.519 -0.14
H -3.712 -0.818 -0.126 0.07


6.
26
Properties=species:S:1:pos:R:3:lowdin_charge:R:1 method="wB97M-V/def2-TZVPD" largest_force_ev_per_a=3.5 total_energy_ev=-16042.5097 relative_energy_kcal_mol=56.10 total_charge=+1 smiles="CC(C)[C@@]1([NH3+])ON=C[C@H]1C(N)=O" gap_ev=10.6
C -1.339 1.330 -1.816 -0.03
H 2.033 -0.262 1.138 0.07
N -1.166 2.361 0.863 0.20
C -0.028 1.217 -0.999 -0.10
O -1.012 -0.802 -1.468 -0.09
N -1.792 0.167 -2.068 0.11
H 2.012 -0.272 -1.413 0.14
H 1.734 -1.649 -0.776 0.13
H -0.876 -0.433 1.240 0.11
C -0.061 -0.879 0.793 -0.31
H -1.854 2.184 -2.157 0.13
H -1.502 -2.569 0.486 0.11
H 0.740 1.470 -1.726 0.17
C 0.092 -0.227 -0.597 -0.28
C -0.408 -2.418 0.720 -0.01
H 0.886 -1.391 -2.002 0.19
H -0.142 -2.867 1.700 0.10
C 0.027 2.072 0.248 -0.52
H -2.037 2.275 0.376 0.10
H 1.389 -1.136 2.530 0.10
C 1.119 -0.444 1.700 -0.03
O 1.071 2.507 0.684 0.09
H -1.138 3.022 1.644 0.14
H 0.814 0.526 2.233 0.11
H 0.128 -2.883 -0.117 0.07
N 1.312 -0.900 -1.215 0.31